[1]
Here is one molecule with the formula C5H11NO from the OMol25 dataset. Energies are from ωB97M-V/def2-TZVPD.

Results
Gap between HOMO and LUMO in eV: 10.06
Energy above the lowest of the compared OMol25 structures with the same formula, charge and spin in kcal per mole: 8.1
SMILES: CCN(C)C(C)=O
HOMO level in eV: -9.16

Cartesian coordinates (Å):
1 C 1.371 -1.562 -0.827
2 C 1.016 -0.108 -1.132
3 N 0.078 0.447 -0.159
4 C 0.621 1.200 0.952
5 C -1.212 -0.005 -0.229
6 O -1.580 -0.725 -1.148
7 C -2.172 0.391 0.878
8 H 2.042 -1.966 -1.594
9 H 0.456 -2.159 -0.822
10 H 1.868 -1.659 0.145
11 H 0.552 -0.042 -2.120
12 H 1.913 0.522 -1.132
13 H 1.304 1.971 0.580
14 H -0.174 1.705 1.502
15 H 1.175 0.565 1.658
16 H -3.147 -0.019 0.614
17 H -2.257 1.476 0.994
18 H -1.855 -0.030 1.838

Atom charges from the Löwdin analysis, given in e for atoms 1 to 8: atom 1 (C): -0.078, atom 2 (C): -0.215, atom 3 (N): -0.127, atom 4 (C): -0.055, atom 5 (C): -0.506, atom 6 (O): 0.036, atom 7 (C): -0.008, atom 8 (H): 0.074


[2]
Here is C6H9NO4 as an isolated structure at a distorted geometry from the OMol25 dataset. Energies are from ωB97M-V/def2-TZVPD.

Results
Gap between HOMO and LUMO in eV: 9.37
Energy above the lowest of the compared OMol25 structures with the same formula, charge and spin in kcal per mole: 91.4
HOMO level in eV: -8.72

Cartesian coordinates (Å):
1 C 2.211 -0.064 -0.259
2 C -2.154 -0.173 -0.443
3 C -1.375 1.156 -0.491
4 C 0.298 -0.651 1.413
5 C -0.795 -0.838 -0.603
6 C 0.947 0.639 0.048
7 N -0.125 0.418 -0.793
8 O 3.243 0.361 0.224
9 O 2.196 -1.213 -0.955
10 O -0.333 -1.559 0.541
11 O 1.107 1.907 0.489
12 H -2.709 -0.473 0.428
13 H -2.843 -0.465 -1.387
14 H -1.691 2.003 -1.242
15 H -1.481 1.506 0.459
16 H 1.138 -1.130 1.938
17 H -0.414 -0.064 2.164
18 H -0.677 -1.565 -1.427
19 H 1.482 -1.835 -1.062
20 H 1.975 2.040 0.958

Atom charges from the Löwdin analysis, given in e for atoms 1 to 8: atom 1 (C): -0.450, atom 2 (C): -0.072, atom 3 (C): -0.113, atom 4 (C): -0.023, atom 5 (C): -0.348, atom 6 (C): -0.367, atom 7 (N): 0.004, atom 8 (O): 0.114


[3]
Here is a 2-piece molecular cluster, C27H29N3O5 overall at a distorted geometry from the OMol25 dataset. Energies are from ωB97M-V/def2-TZVPD.

Results
Gap between HOMO and LUMO in eV: 2.62
Energy above the lowest of the compared OMol25 structures with the same formula, charge and spin in kcal per mole: 197.9
HOMO level in eV: -6.11

Cartesian coordinates (Å):
1 C 6.722 2.345 3.866
2 C 5.749 1.162 3.905
3 N 4.960 1.172 2.679
4 C 3.680 0.582 2.706
5 C 3.493 -0.812 2.561
6 C 2.225 -1.355 2.645
7 C 1.061 -0.547 2.850
8 C -0.222 -1.169 2.879
9 C -1.501 -0.568 2.705
10 C -1.750 0.781 2.283
11 C -3.047 1.296 2.291
12 C -4.152 0.477 2.588
13 N -5.477 0.974 2.615
14 C -5.868 1.540 3.899
15 C -7.297 2.094 3.882
16 O -7.535 2.881 2.706
17 C -7.350 2.129 1.497
18 C -5.916 1.610 1.382
19 C -3.931 -0.888 2.893
20 C -2.653 -1.393 2.922
21 C 1.274 0.857 3.017
22 C 2.549 1.402 2.921
23 C 5.777 1.052 1.479
24 C 6.740 2.247 1.455
25 O 7.506 2.356 2.664
26 H 6.156 3.297 3.950
27 H 7.463 2.294 4.685
28 H 6.312 0.210 4.004
29 H 5.077 1.255 4.762
30 H 4.375 -1.438 2.395
31 H 2.096 -2.440 2.547
32 H -0.218 -2.247 3.019
33 H -0.950 1.427 1.936
34 H -3.251 2.353 2.083
35 H -5.785 0.746 4.652
36 H -5.168 2.344 4.210
37 H -8.015 1.249 3.941
38 H -7.463 2.789 4.724
39 H -8.050 1.268 1.464
40 H -7.585 2.840 0.686
41 H -5.232 2.427 1.083
42 H -5.866 0.853 0.588
43 H -4.811 -1.499 3.107
44 H -2.506 -2.454 3.144
45 H 0.449 1.516 3.263
46 H 2.742 2.480 3.008
47 H 6.334 0.093 1.465
48 H 5.126 1.081 0.599
49 H 7.494 2.156 0.653
50 H 6.160 3.182 1.304
51 O 0.403 -4.311 4.463
52 C 1.177 -5.295 4.493
53 C 2.094 -5.543 3.373
54 C 3.111 -6.439 3.443
55 C 3.266 -7.287 4.563
56 N 4.336 -8.225 4.580
57 O 4.480 -8.986 5.559
58 O 5.110 -8.255 3.596
59 C 2.335 -7.184 5.630
60 C 1.317 -6.276 5.595
61 H 1.958 -4.902 2.503
62 H 3.823 -6.517 2.628
63 H 2.484 -7.862 6.466
64 H 0.611 -6.218 6.422

Atom charges from the Löwdin analysis, given in e for atoms 1 to 8: atom 1 (C): -0.177, atom 2 (C): -0.137, atom 3 (N): -0.139, atom 4 (C): -0.204, atom 5 (C): 0.032, atom 6 (C): 0.038, atom 7 (C): -0.167, atom 8 (C): 0.146


[4]
Here is a 2-piece molecular cluster, C2H11NSi2 overall at a distorted geometry from the OMol25 dataset. Energies are from ωB97M-V/def2-TZVPD.

Results
Gap between HOMO and LUMO (spin up / spin down) in eV: 6.85 / 6.90
Energy above the lowest of the compared OMol25 structures with the same formula, charge and spin in kcal per mole: 28.1
HOMO level (spin up / spin down) in eV: -6.87 / -6.91

Cartesian coordinates (Å):
1 C -1.507 0.114 1.622
2 C 0.889 -1.905 1.580
3 N -0.158 1.928 -2.917
4 Si 0.692 0.530 -2.369
5 Si 0.345 -0.119 1.259
6 H -2.119 -0.506 0.974
7 H -1.750 -0.150 2.653
8 H -1.802 1.148 1.467
9 H 0.325 -2.609 0.976
10 H 1.940 -2.029 1.337
11 H 0.759 -2.186 2.624
12 H -1.136 2.014 -2.691
13 H 0.289 2.832 -2.873
14 H 0.022 -0.603 -2.998
15 H 2.083 0.740 -2.744
16 H 1.128 0.799 2.101

Atom charges from the Löwdin analysis, given in e for atoms 1 to 8: atom 1 (C): -0.311, atom 2 (C): -0.309, atom 3 (N): -0.216, atom 4 (Si): 0.512, atom 5 (Si): 0.597, atom 6 (H): 0.009, atom 7 (H): 0.016, atom 8 (H): 0.004


[5]
Here is one molecule with the formula C6H12O from the OMol25 dataset. Energies are from ωB97M-V/def2-TZVPD.

Results
Gap between HOMO and LUMO in eV: 8.99
Energy above the lowest of the compared OMol25 structures with the same formula, charge and spin in kcal per mole: 77.8
HOMO level in eV: -8.04

Cartesian coordinates (Å):
1 C 2.057 0.840 0.498
2 C 1.058 0.417 -0.575
3 C 0.504 -0.995 -0.323
4 C -0.870 -1.277 -0.955
5 O -1.574 -0.057 -1.314
6 C -1.941 0.885 -0.487
7 C -1.821 0.575 0.989
8 H 2.950 0.204 0.519
9 H 2.382 1.872 0.332
10 H 1.594 0.793 1.493
11 H 1.513 0.459 -1.570
12 H 0.451 -1.166 0.759
13 H 1.212 -1.739 -0.708
14 H -1.502 -1.880 -0.297
15 H -0.778 -1.797 -1.911
16 H 0.257 1.161 -0.610
17 H -1.454 -0.400 1.332
18 H -1.207 1.367 1.439
19 H -2.830 0.736 1.388

Atom charges from the Löwdin analysis, given in e for atoms 1 to 8: atom 1 (C): -0.109, atom 2 (C): -0.257, atom 3 (C): -0.187, atom 4 (C): -0.163, atom 5 (O): -0.141, atom 6 (C): -0.094, atom 7 (C): -0.128, atom 8 (H): 0.074


[6]
Here is a 3-piece molecular cluster, C3H10O3 overall at a distorted geometry from the OMol25 dataset. Energies are from ωB97M-V/def2-TZVPD.

Results
Gap between HOMO and LUMO in eV: 8.75
Energy above the lowest of the compared OMol25 structures with the same formula, charge and spin in kcal per mole: 34.7
SMILES: C=C(C)O.O.O
HOMO level in eV: -8.41

Cartesian coordinates (Å):
1 C -0.065 -0.955 1.461
2 C -0.555 0.217 0.994
3 O 0.250 1.261 0.607
4 C -2.000 0.601 0.942
5 H 0.843 -1.369 1.067
6 H -0.791 -1.352 2.161
7 H 1.148 0.982 0.809
8 H -2.167 1.401 0.228
9 H -2.632 -0.220 0.549
10 H -2.441 0.577 1.944
11 H 3.099 -0.967 -0.745
12 H 2.261 0.232 -0.975
13 O 2.167 -0.724 -0.867
14 H 0.356 0.000 -1.877
15 H -1.142 0.005 -2.118
16 O -0.315 -0.384 -2.449

Atom charges from the Löwdin analysis, given in e for atoms 1 to 8: atom 1 (C): 0.038, atom 2 (C): -0.469, atom 3 (O): 0.012, atom 4 (C): -0.046, atom 5 (H): 0.039, atom 6 (H): 0.060, atom 7 (H): 0.086, atom 8 (H): 0.082


[7]
Here is C4H5FO2Zn as an isolated structure at a distorted geometry from the OMol25 dataset. Energies are from ωB97M-V/def2-TZVPD.

Results
Gap between HOMO and LUMO in eV: 4.50
Net charge: +2
HOMO level in eV: -18.11

Cartesian coordinates (Å):
1 C -0.494 -1.620 1.328
2 C -0.095 -0.352 1.081
3 C 0.778 -0.043 -0.051
4 O 2.029 0.131 0.184
5 O 0.389 0.024 -1.266
6 C -0.737 0.913 -1.588
7 F -1.201 0.488 -2.751
8 H -0.471 -1.975 2.353
9 H -0.833 -2.307 0.558
10 H -0.448 0.474 1.700
11 H -1.532 0.849 -0.842
12 H -0.377 1.937 -1.689
13 Zn 2.992 1.481 0.983

Atom charges from the Löwdin analysis, given in e for atoms 1 to 8: atom 1 (C): 0.191, atom 2 (C): -0.058, atom 3 (C): -0.422, atom 4 (O): -0.055, atom 5 (O): 0.151, atom 6 (C): -0.119, atom 7 (F): 0.117, atom 8 (H): 0.112


[8]
Here is a 2-piece molecular cluster, C10H15NOS2 overall at a distorted geometry from the OMol25 dataset. Energies are from ωB97M-V/def2-TZVPD.

Results
Gap between HOMO and LUMO (spin up / spin down) in eV: 7.43 / 6.58
Energy above the lowest of the compared OMol25 structures with the same formula, charge and spin in kcal per mole: 73.0
HOMO level (spin up / spin down) in eV: -7.52 / -7.23

Cartesian coordinates (Å):
1 C -1.327 -0.185 -0.253
2 C -1.784 -0.990 0.731
3 C 0.624 -1.825 -1.481
4 C -0.955 0.787 -0.920
5 C -0.617 -3.020 0.396
6 C -1.070 1.666 -2.108
7 C -1.030 2.485 1.679
8 C 2.445 0.402 1.049
9 C 0.645 -2.240 -0.054
10 C 0.151 1.843 1.070
11 N 1.611 -1.294 -2.066
12 O -1.651 -2.366 0.802
13 S -0.483 -4.624 0.488
14 S 0.857 0.489 1.969
15 H -2.432 -0.727 1.526
16 H -0.378 -2.075 -2.018
17 H -1.935 1.362 -2.859
18 H -1.350 2.572 -1.659
19 H -0.168 1.615 -2.748
20 H -1.523 2.886 0.808
21 H -1.440 1.777 2.352
22 H -0.794 3.273 2.429
23 H 2.837 1.343 0.901
24 H 2.132 -0.138 0.122
25 H 3.074 -0.198 1.645
26 H 0.648 -1.245 0.513
27 H 1.587 -2.756 0.184
28 H 0.898 2.346 0.478
29 H 1.430 -1.160 -2.977

Atom charges from the Löwdin analysis, given in e for atoms 1 to 8: atom 1 (C): -0.117, atom 2 (C): -0.111, atom 3 (C): -0.266, atom 4 (C): -0.093, atom 5 (C): -0.874, atom 6 (C): -0.080, atom 7 (C): -0.158, atom 8 (C): -0.310


[9]
Here is a 4-piece molecular cluster, C4H9NO3P overall at a distorted geometry from the OMol25 dataset. Energies are from ωB97M-V/def2-TZVPD.

Results
Gap between HOMO and LUMO (spin up / spin down) in eV: 8.62 / 8.63
Energy above the lowest of the compared OMol25 structures with the same formula, charge and spin in kcal per mole: 133.9
Net charge: -1
HOMO level (spin up / spin down) in eV: -5.37 / -5.37

Cartesian coordinates (Å):
1 C -4.092 1.864 -0.699
2 C -3.220 0.984 -1.206
3 C -0.166 0.535 -0.670
4 C -1.246 0.349 0.090
5 N 4.696 -2.177 1.303
6 O 3.148 0.037 -0.170
7 O 1.720 -0.788 1.837
8 O 1.672 -2.106 -0.408
9 P 2.220 -0.965 0.438
10 H -4.973 2.098 -1.209
11 H -4.057 2.277 0.313
12 H -2.973 0.610 -2.162
13 H -0.246 0.779 -1.651
14 H 0.841 0.210 -0.346
15 H -1.304 0.193 1.095
16 H 4.364 -3.082 1.088
17 H 4.135 -1.525 0.797
18 H 4.720 -1.823 2.251

Atom charges from the Löwdin analysis, given in e for atoms 1 to 8: atom 1 (C): -0.119, atom 2 (C): 0.006, atom 3 (C): -0.066, atom 4 (C): 0.076, atom 5 (N): 0.031, atom 6 (O): -0.356, atom 7 (O): -0.363, atom 8 (O): -0.377